[1]
Here is C8H16NOPS as an isolated structure at a distorted geometry from OMol25. Energies are from ωB97M-V/def2-TZVPD.

Results
Relative energy (zero: lowest compared OMol25 entry of this formula, charge and spin): 1.289 eV
Kohn-Sham gap: 0.3003 Ha
HOMO energy: -7.43 eV
Charge: 0
Strongest force on any atom: 5.05 eV/Å
Total energy: -1183.87436 Eh

The geometry in XYZ format:
```
28
Properties=species:S:1:pos:R:3:forces:R:3
S -0.985184 -2.761693 0.107719 -0.5 -0.9 0.3
P -2.480919 0.383618 0.271002 1.8 -3.0 -0.9
O -2.124970 1.439740 1.233278 -0.2 0.7 -0.2
N 0.529322 -0.643992 -0.258804 0.7 0.6 -0.3
C -3.589512 -0.928731 0.915388 -0.7 4.3 2.6
C -0.617994 -1.184705 -0.007878 -3.1 2.0 0.0
C 2.982152 0.531955 0.670293 0.3 1.7 1.6
C 2.858289 -1.002925 0.536208 -2.1 0.1 2.1
C -2.793015 0.676637 -1.579568 -0.2 2.6 3.2
C 0.750311 0.813655 -0.529847 -1.0 -2.8 3.3
C 1.634881 1.248154 0.644032 -3.0 -1.6 1.0
C 1.712448 -1.506254 -0.386195 -0.1 3.4 2.1
H 2.657112 -1.321370 1.628338 0.1 0.0 -1.8
H -3.517401 1.466029 -1.812920 0.4 0.3 0.3
H 0.908774 1.076775 1.530377 1.6 0.1 -0.9
H 3.492650 1.096051 -0.139224 0.5 -0.9 0.4
H 1.660562 2.279467 0.545095 0.9 2.2 0.2
H -3.040942 -1.213163 1.884414 -1.5 0.3 -1.3
H -3.276308 -0.174978 -1.841990 -0.7 -3.0 -1.3
H 1.297857 -2.428612 -0.213331 0.1 -2.6 0.7
H 1.283569 0.798752 -1.423222 0.4 0.8 -2.1
H -4.682640 -0.500329 0.941334 2.1 -0.7 0.7
H 3.717481 -1.514195 0.217003 1.5 -0.3 -0.3
H -0.291721 1.158588 -0.424393 1.0 0.9 -0.7
H 1.930366 -1.400660 -1.379899 1.3 -0.1 -2.7
H -3.606359 -1.662085 0.236251 0.2 -3.1 -2.3
H -1.815167 0.880541 -1.928209 0.6 -0.1 -1.0
H 3.447777 0.853318 1.737841 -0.6 -1.0 -2.7
```
Forces are in eV/Å.

Atom charges from the natural (NBO) analysis, given in e for atoms 1 to 2: atom 1 (S): -0.22, atom 2 (P): 1.77



[2]
Here is the molecule C19H16ClN3O3S2 at a distorted geometry from OMol25. Energies are from ωB97M-V/def2-TZVPD.

Results
SMILES: Cc1ccc(/C=N/NC(=O)c2cccc(S(=O)(=O)Nc3ccccc3Cl)c2)s1
Relative energy (zero: lowest compared OMol25 entry of this formula, charge and spin): 0.000 eV
Kohn-Sham gap: 0.2954 Ha
HOMO energy: -8.10 eV
Charge: 0
Strongest force on any atom: 1.17 eV/Å
Total energy: -2380.17096 Eh

The geometry in XYZ format:
```
44
Properties=species:S:1:pos:R:3:forces:R:3
Cl -2.505227 1.568382 -1.771613 0.0 0.1 -0.1
S 6.324434 1.022187 -0.160366 0.0 -0.7 -0.2
S -3.532509 -2.142086 -0.406823 0.3 0.2 -0.2
O -4.698183 -2.615026 0.267928 0.0 0.3 0.2
O -2.675808 -3.071325 -1.075502 0.2 0.3 -0.1
O 1.459860 1.333268 1.128069 0.2 0.1 0.0
N 2.964623 -0.988099 0.119472 0.6 0.0 -0.2
N -4.005222 -1.016023 -1.572144 0.3 -1.0 0.2
N 1.658930 -0.842180 0.450072 -0.4 -0.2 0.0
C -6.635265 1.069008 -0.070006 0.0 0.0 0.0
C 3.805936 -0.024306 0.161262 -1.0 0.3 0.3
C -1.120999 0.717438 2.137315 0.1 0.0 -0.1
C -3.198633 -0.388038 1.682582 -0.1 0.0 0.1
C 5.163424 -0.272835 -0.210624 1.1 -0.3 -0.3
C 7.120422 -1.295459 -0.907669 0.3 0.3 0.0
C -5.954399 -0.033728 -0.551454 0.0 0.1 -0.1
C -1.225856 -0.937539 0.401021 0.3 0.1 0.1
C 0.971242 0.243464 0.906776 0.0 -0.1 0.0
C -4.684742 0.109436 -1.101748 -0.5 0.7 0.2
C -2.464477 0.534249 2.412436 0.0 0.0 -0.1
C 5.752404 -1.439880 -0.629962 -0.5 0.4 0.2
C -4.114562 1.383340 -1.144995 0.0 -0.2 0.0
C 7.587190 -0.027807 -0.705301 -0.3 0.1 0.1
C -2.565552 -1.102436 0.684646 -0.4 -0.5 -0.3
C 8.969073 0.483728 -0.896451 0.1 0.2 0.0
C -4.801322 2.490174 -0.680422 0.0 0.0 0.0
C -6.065687 2.330075 -0.139903 0.1 0.0 0.0
C -0.482544 -0.028765 1.147884 -0.3 0.0 0.0
H 9.366505 0.876746 0.039022 0.1 0.0 0.0
H 5.200781 -2.356194 -0.727256 -0.1 -0.2 0.0
H 3.561696 0.990158 0.465277 -0.2 -0.1 0.0
H 1.163244 -1.719699 0.357410 0.1 0.3 0.1
H 9.617532 -0.316290 -1.245293 0.1 0.0 0.0
H -2.942583 1.113648 3.186871 0.0 0.0 0.1
H -6.375443 -1.024216 -0.498914 -0.1 -0.1 0.0
H -4.341080 3.464366 -0.731677 0.1 0.1 0.0
H 7.747563 -2.100868 -1.247544 0.2 -0.1 -0.1
H -6.600341 3.191729 0.228106 -0.1 0.1 0.0
H -0.537282 1.444404 2.682043 0.0 0.1 0.0
H -3.216155 -0.788330 -2.164544 0.1 -0.1 0.0
H -7.618654 0.943566 0.355889 -0.1 0.0 0.0
H -0.808185 -1.508699 -0.414668 0.2 0.0 -0.1
H -4.246421 -0.561606 1.867880 -0.1 0.0 0.1
H 8.982287 1.292066 -1.627087 0.1 0.0 -0.1
```
Forces are in eV/Å.

Atom charges from the natural (NBO) analysis, given in e for atoms 1 to 2: atom 1 (Cl): 0.00, atom 2 (S): 0.43



[3]
Here is a 6-piece molecular cluster, C31H35BF40O11SSi overall at a distorted geometry from OMol25. Energies are from ωB97M-V/def2-TZVPD.

Results
SMILES: CCOB(O)[Si@@H](CCOC=O)S(C)(=O)=O.FC(F)C(F)(F)COC(F)(F)C(F)F.FC(F)C(F)(F)COC(F)(F)C(F)F.FC(F)C(F)(F)COC(F)(F)C(F)F.FC(F)C(F)(F)COC(F)(F)C(F)F.FC(F)C(F)(F)COC(F)(F)C(F)F
Kohn-Sham gap: 0.3633 Ha
HOMO energy: -9.74 eV
Charge: 0
Strongest force on any atom: 1.09 eV/Å
Total energy: -6737.16198 Eh

The geometry in XYZ format:
```
120
Properties=species:S:1:pos:R:3:forces:R:3
S -3.305891 -0.343738 4.879692 0.2 0.9 0.6
Si -2.002359 -0.902766 3.166587 0.2 -0.5 -0.5
F 0.301217 -3.326934 -1.182611 0.0 0.0 0.0
F 12.164532 7.932782 -0.887006 0.0 0.0 0.0
F 6.763522 5.412947 -1.685613 0.0 0.1 0.0
F 12.302223 7.920641 -3.603655 0.0 0.1 0.0
F 1.224291 -7.317553 -2.044720 0.0 0.0 0.0
F 6.415008 0.941603 -2.734438 0.1 0.0 0.0
F -1.750685 -0.709156 -7.839443 0.0 -0.1 0.0
F -1.651369 -2.709343 -9.889570 0.0 0.0 0.0
F -1.324684 -0.628869 -10.498103 0.0 0.0 0.0
F 4.091492 3.529993 -2.345767 0.0 0.0 0.1
F 1.223959 2.859620 0.457964 0.0 0.0 0.0
F 3.893111 3.206035 0.408786 0.0 0.0 -0.1
F 8.249336 7.003037 -1.463078 0.1 0.0 0.0
F 10.823417 6.200013 -0.945031 0.0 0.1 0.0
F -2.254347 -4.497300 -0.624156 0.1 0.0 0.0
F -9.289515 0.730752 3.578419 0.0 -0.1 0.0
F 7.638639 4.795070 -4.103056 -0.1 0.0 -0.1
F -11.821567 0.675441 4.556203 0.0 0.0 0.0
F 3.265380 1.732262 1.874369 0.0 0.1 0.1
F 4.234433 0.716895 -2.672881 0.0 0.1 0.0
F -9.480271 -0.259794 5.502764 0.0 0.0 0.1
F -0.444078 -6.944192 -4.082669 0.0 -0.1 0.0
F -0.820708 -5.167912 -6.570084 0.0 0.0 0.0
F -7.102682 2.262130 8.543563 0.1 0.0 0.0
F 2.042262 2.006996 -1.392863 0.0 0.1 0.0
F 0.506816 -5.099481 -3.374357 0.0 0.0 0.0
F -9.986811 0.320903 8.158124 0.0 0.0 -0.1
F -3.411144 0.157574 -8.940901 0.0 0.1 0.1
F -9.192370 1.355210 9.913768 0.0 0.0 0.0
F -2.941183 -4.492776 -8.071426 0.0 0.0 0.1
F -3.322951 -4.597766 -5.914044 -0.1 0.0 0.1
F -0.510967 -3.183131 -7.441284 0.0 0.0 0.0
F -3.124862 -2.709764 -1.499674 -0.1 0.0 0.0
F 5.110833 2.795588 -4.136734 0.0 0.0 0.1
F -11.200677 1.908753 6.257894 0.0 -0.1 0.0
F 9.139036 4.539008 -2.525829 0.0 0.0 0.0
F -1.041398 -2.257740 0.174796 0.0 0.1 0.0
F 10.318080 8.314955 -2.809994 -0.1 0.0 0.1
F -9.032666 2.953345 7.766923 0.0 -0.1 0.0
F 0.035649 -6.022462 -0.743431 0.0 0.1 0.0
O -1.903746 -3.991876 -2.794082 0.5 0.0 0.1
O -2.421209 -0.248916 6.030824 0.0 -0.4 0.0
O 0.308627 0.639562 2.261362 -0.2 0.3 0.2
O 10.810173 6.321703 -3.742161 -0.1 -0.2 0.5
O -1.250930 -4.758307 5.357527 0.3 0.2 -0.2
O -3.664491 -1.864138 -8.135315 0.3 -0.4 -0.3
O 4.220033 1.005066 0.039830 -0.3 0.0 -0.4
O -4.053159 0.861698 4.560142 -0.2 -0.3 -0.3
O -8.547552 1.788563 5.348129 -0.4 0.2 0.3
O 0.075953 -3.262924 4.299327 0.3 0.0 0.0
O 0.481016 -0.231009 4.524975 -0.1 0.5 -0.1
C 3.393656 1.966384 0.543441 0.2 -0.1 0.1
C 2.779134 -0.435550 5.281704 -0.3 -0.2 -0.2
C -2.040476 -3.518903 -1.521046 -0.2 -0.1 -0.2
C 1.648787 0.510805 4.872618 0.8 -0.1 0.3
C 5.264191 1.461747 -2.216690 -0.4 -0.1 0.1
C -10.909166 1.576806 4.986298 -0.1 0.0 0.0
C -0.011790 -6.815632 -1.834642 0.0 -0.1 0.0
C 7.560912 6.282400 -2.364075 -0.1 0.0 0.0
C -2.757430 -0.997352 -8.681234 -0.2 0.1 0.1
C -1.823337 -5.376919 -3.092064 -0.5 -0.2 -0.2
C 11.784625 6.862775 -1.618311 0.1 0.0 0.1
C 11.250261 7.359578 -2.966835 0.0 0.0 -0.3
C -0.852530 -2.640163 -1.113310 0.1 0.0 0.0
C -2.002329 -2.802397 3.065207 0.0 0.3 0.1
C -9.516923 0.940886 4.896926 0.3 0.0 -0.1
C 8.487824 5.461713 -3.264630 0.3 -0.1 0.2
C 5.188564 2.878989 -2.786493 0.0 0.0 -0.2
C -0.431757 -6.025578 -3.077882 0.1 0.3 0.0
C -0.307298 -4.009032 5.333632 -0.5 -0.4 0.2
C -0.637598 -3.473629 3.076001 -0.5 -0.2 -0.2
C 5.391962 1.307406 -0.694102 0.5 -0.1 0.4
C -2.240109 -1.506245 -10.031922 0.0 0.0 -0.1
C -7.718565 1.485530 6.453431 0.6 -0.1 -0.3
C -4.477805 -1.653036 5.234530 0.0 -0.1 0.1
C -1.237864 -3.880290 -6.549918 0.0 -0.1 0.1
C 9.471269 6.209749 -4.175543 0.0 0.1 -0.6
C -3.454786 -2.504214 -6.894727 -0.4 0.3 0.4
C -2.728355 -3.857139 -6.904639 0.0 0.1 -0.3
C -8.215674 1.882712 7.851085 -0.2 0.2 -0.2
C -8.862340 0.803190 8.723797 0.1 0.0 0.1
C 1.986396 1.858153 -0.055498 0.0 0.0 -0.1
B -0.174872 -0.034867 3.369966 -0.1 -0.3 0.1
H -1.076278 -3.474612 -5.545834 0.0 0.0 0.0
H -3.025687 -1.827792 -6.154953 0.2 -0.1 0.0
H -4.118832 -2.147247 6.131098 0.1 -0.2 0.0
H 1.990658 1.132776 4.049471 -0.2 0.1 -0.2
H 0.401686 1.596268 2.341195 0.2 0.0 0.0
H 9.538893 5.584244 -5.064018 0.0 0.0 0.0
H 6.078924 3.443629 -2.522309 0.1 0.0 0.0
H -2.620308 -3.232254 3.849077 0.0 -0.1 0.1
H 3.515472 -0.538306 4.489701 0.1 0.1 0.0
H -2.137497 -5.430281 -4.131160 0.0 -0.1 0.0
H -4.461402 -2.743700 -6.555814 0.0 0.0 0.0
H 3.263425 -0.116506 6.198558 0.1 0.1 0.0
H -8.160970 -0.017064 8.899598 0.0 0.0 0.0
H -0.703776 -7.642679 -1.654538 0.0 0.0 0.0
H 9.065543 7.169836 -4.495447 -0.1 0.0 0.2
H -6.835999 2.101032 6.287948 0.0 0.0 0.0
H -7.378493 0.450104 6.429787 -0.2 -0.1 0.1
H -2.547034 -5.958038 -2.520562 0.1 0.0 0.2
H 1.406817 1.165246 5.704761 -0.3 0.0 0.1
H -4.562452 -2.358711 4.414907 0.0 0.0 -0.1
H 0.356792 -3.868954 6.190951 0.1 0.2 0.0
H -0.789580 -1.758898 -1.754032 0.0 0.0 0.0
H -2.492108 -3.066234 2.128821 0.0 0.0 -0.1
H 1.532291 0.898343 0.188327 0.0 0.0 0.1
H -10.950644 2.468791 4.358570 0.0 0.0 0.0
H -0.765485 -4.543843 2.922317 0.0 -0.1 0.1
H -5.444402 -1.201049 5.428584 -0.1 0.2 -0.1
H 6.008289 0.419435 -0.566144 0.0 0.0 0.0
H 2.367662 -1.427843 5.451164 -0.1 -0.1 0.1
H 12.639013 6.202217 -1.776704 0.0 0.0 0.0
H 5.941709 2.140172 -0.254695 -0.1 0.1 -0.1
H -2.667953 -0.347773 1.966756 -0.2 0.0 0.1
H -0.017275 -3.103450 2.268624 0.3 0.2 0.1
H 6.926590 6.945151 -2.957740 0.0 0.0 0.0
H -3.066655 -1.587224 -10.740315 0.0 0.0 0.0
```
Forces are in eV/Å.

Atom charges from the Löwdin analysis, given in e for atoms 1 to 2: atom 1 (S): 0.49, atom 2 (Si): 0.79



[4]
Here is C27H44FN2O4SiTi as an isolated structure from OMol25. Energies are from ωB97M-V/def2-TZVPD.

Results
Relative energy (zero: lowest compared OMol25 entry of this formula, charge and spin): 0.000 eV
Kohn-Sham gap (alpha / beta): 0.2461 / 0.2736 Ha
HOMO energy (alpha / beta): -6.45 / -7.20 eV
<S²>: 0.755
Charge: 0
Strongest force on any atom: 0.41 eV/Å
2S+1: 2
Total energy: -2704.67994 Eh

The geometry in XYZ format:
```
80
Properties=species:S:1:pos:R:3:forces:R:3
Ti -0.167592 0.358398 -0.507565 0.0 0.3 0.2
Si 0.248245 -0.974460 2.871987 -0.1 -0.3 0.2
F 0.036866 -1.635516 -6.647797 0.0 0.0 0.0
O 0.385009 -0.317963 1.428961 0.0 0.2 -0.2
O 1.056852 -1.665758 -0.717970 0.0 -0.1 0.0
O 1.968627 0.731122 -0.716151 -0.1 -0.1 0.0
O -1.512586 -1.330792 -0.286015 0.1 0.1 -0.1
N -1.934354 -3.533246 -0.095903 -0.1 0.0 0.0
N 4.128699 0.092520 -0.710609 0.0 0.0 0.1
C -1.188862 -1.021062 -3.291001 0.0 0.0 0.0
C 0.378731 -2.811100 -0.277147 0.0 0.0 0.0
C 4.587672 1.427942 -1.061750 0.0 0.0 0.0
C -1.990855 1.753299 -1.002913 0.0 -0.1 0.0
C 2.817966 -0.149460 -0.573740 0.1 0.0 -0.2
C -0.031299 -1.188560 -5.364708 0.0 0.0 0.0
C 5.138919 -0.935981 -0.518009 0.0 0.0 0.0
C -0.866908 2.442393 -1.535992 0.0 -0.1 0.0
C -3.367856 -3.304494 0.005781 0.0 0.0 0.0
C -1.096243 -2.323577 2.949884 0.0 0.0 0.0
C -1.855157 1.718642 0.412392 0.1 -0.1 0.0
C -1.102750 -2.490500 -0.218816 -0.1 -0.1 -0.1
C 1.866455 -1.833727 3.372571 0.0 0.0 0.0
C 1.224530 3.613208 -0.507198 0.0 0.0 0.0
C -0.045300 2.822965 -0.450145 0.0 -0.1 -0.1
C 2.385749 -1.567692 -0.267697 0.0 0.0 0.0
C -1.459183 -4.904336 -0.012790 0.0 0.0 0.0
C -0.124173 2.695965 2.108594 0.0 0.0 0.0
C -0.171299 -0.259573 -2.701198 0.1 0.1 0.4
C -1.140464 -1.487301 -4.605476 0.0 0.0 0.0
C -0.667778 2.828933 -2.968364 0.0 0.0 0.0
C 0.924260 0.002353 -3.538860 -0.1 0.0 -0.1
C 1.012082 -0.445414 -4.854581 0.0 0.0 0.0
C -2.813559 1.098728 1.385606 0.0 0.0 0.0
C -0.655350 2.391642 0.746095 0.0 -0.1 -0.1
C -3.168286 1.250415 -1.781324 0.0 0.0 0.0
C -0.176127 0.153446 4.324177 0.1 0.0 -0.1
H 5.264520 -1.554573 -1.409796 0.0 0.0 0.0
H -2.076620 -1.268112 -2.714993 0.0 0.0 0.0
H -3.243326 1.852034 2.051253 0.0 0.0 0.0
H 2.712039 -1.147146 3.262913 0.0 0.0 0.0
H -3.511991 0.283454 -1.408184 0.0 0.0 0.0
H -0.804040 -3.257765 2.459073 0.0 0.0 0.0
H -2.023669 -1.972184 2.488773 0.0 0.0 0.0
H 4.898811 -1.572594 0.332093 0.0 0.0 0.0
H -2.919332 1.125719 -2.833728 0.0 0.0 0.0
H 0.563973 -3.643445 -0.962456 0.0 0.0 0.0
H 0.391297 2.894184 -3.220033 0.0 0.0 0.0
H -3.551065 -2.237140 0.072611 0.0 0.0 0.0
H -1.112367 2.101962 -3.645751 0.0 0.0 0.0
H 5.195722 1.385106 -1.966794 0.0 0.0 0.0
H 0.109300 3.760666 2.193402 0.0 0.0 0.0
H -0.852814 2.452327 2.877400 0.0 0.0 0.0
H 0.784746 2.129611 2.319036 0.0 0.0 0.0
H 3.726268 2.063012 -1.238820 0.0 0.0 0.0
H 5.187272 1.848297 -0.252625 0.0 0.0 0.0
H -1.946360 -2.067579 -5.039187 0.0 0.0 0.0
H -3.881191 -3.702326 -0.871592 0.0 0.0 0.0
H 1.835608 -2.152409 4.417836 0.0 0.0 0.0
H -1.119849 3.805356 -3.167800 0.0 0.0 0.0
H -0.681072 -5.014036 0.743938 0.0 0.0 0.0
H 1.990748 3.171898 0.132335 0.0 0.0 0.0
H 1.614355 3.665229 -1.524091 0.0 0.0 0.0
H -1.123527 0.673286 4.175278 0.0 0.0 0.0
H 6.086978 -0.447451 -0.304495 0.0 0.0 0.0
H 0.703159 -3.101466 0.729603 0.0 0.0 0.0
H 2.445531 -1.714177 0.816019 0.0 0.0 0.0
H -4.006740 1.949963 -1.713854 0.0 0.0 0.0
H -2.293559 -5.536625 0.278621 0.0 0.0 0.0
H 1.057694 4.637914 -0.162814 0.0 0.0 0.0
H -0.274471 -0.452052 5.229775 0.0 0.0 0.0
H 2.078006 -2.727736 2.776152 0.0 0.0 0.0
H -3.755997 -3.793426 0.899924 0.0 0.0 0.0
H 3.010001 -2.303202 -0.781603 0.0 0.0 0.0
H -1.081460 -5.263477 -0.972410 0.0 0.0 0.0
H 1.752339 0.601513 -3.167330 0.0 0.0 0.0
H 0.595667 0.903722 4.510192 0.0 0.0 0.0
H -3.638151 0.612642 0.864067 0.0 0.0 0.0
H -2.317446 0.348370 2.004720 0.0 0.0 0.0
H 1.866243 -0.221040 -5.482739 0.0 0.0 0.0
H -1.323761 -2.576415 3.989025 0.0 0.0 0.0
```
Forces are in eV/Å.

Atom charges from the natural (NBO) analysis, given in e for atoms 1 to 2: atom 1 (Ti): 1.67, atom 2 (Si): 1.94



Look up the charge of the first one.
0